A:
Here is the molecule C6H8N2O2 from the Open Molecules 2025 dataset. Energies are from the ωB97M-V functional and the def2-TZVPD basis.

Last columns: bonded neighbours and bond lengths (Å).
Element x y z (Å)
1 C -1.2787 0.7046 -0.7164  C2 1.461, C3 1.504, N7 1.244
2 C -1.4575 0.9719 0.7090  C1 1.461, N8 1.158
3 C 0.0409 1.0909 -1.3257  C1 1.504, C4 1.608, H11 1.071, H12 1.087
4 C 1.1984 0.0075 -1.0568  C3 1.608, C5 1.489, H13 1.034, H14 1.089
5 C 1.4359 -0.3439 0.3706  C4 1.489, C6 1.413, H15 1.121
6 C 0.8845 -1.4746 1.0133  C5 1.413, H16 1.141, H17 1.133, H18 1.186
7 N -1.9221 -0.2370 -1.2130  C1 1.244, O10 1.226
8 N -1.7566 1.0749 1.8229  C2 1.158, O9 1.197
9 O -2.0926 1.4632 2.9043  N8 1.197
10 O -2.8691 -0.9568 -0.9156  N7 1.226
11 H -0.1635 1.3287 -2.3493  C3 1.071
12 H 0.4359 1.9509 -0.7911  C3 1.087
13 H 1.0582 -0.9509 -1.4192  C4 1.034
14 H 2.0086 0.4602 -1.6271  C4 1.089
15 H 2.3083 0.1069 0.9106  C5 1.121
16 H 1.7156 -2.2558 1.0285  C6 1.141
17 H -0.1127 -1.6906 0.5216  C6 1.133
18 H 0.5665 -1.2501 2.1332  C6 1.186

Summary:
Net charge: 0
LUMO (alpha / beta) in eV: 0.1093 / -1.3611
E_HOMO (alpha / beta) in Ha: -0.34676 / -0.28512
Kohn-Sham gap (alpha / beta) in eV: 9.545 / 6.398

=====

B:
Here is a cluster of 2 separate species, C6H8N2O2 in total from the Open Molecules 2025 dataset. Energies are from the ωB97M-V functional and the def2-TZVPD basis.

Last columns: bonded neighbours and bond lengths (Å).
Element x y z (Å)
1 C 3.0911 1.0812 -0.0584  C2 1.341, H7 1.139, H8 1.075
2 C 2.8582 -0.0906 0.5507  C1 1.341, H9 1.077, H10 1.103
3 C -1.8793 1.0999 -0.3559  C4 1.461, N15 1.436, O17 1.209
4 C -2.7714 0.0633 0.1589  C3 1.461, C5 1.373, H12 1.131
5 C -2.3868 -1.2409 0.3491  C4 1.373, H13 1.121, N16 1.464
6 C -0.1689 -0.6464 -0.5588  N15 1.372, N16 1.474, O18 1.270
7 H 3.3652 1.1392 -1.1626  C1 1.139
8 H 2.8172 2.0097 0.4093  C1 1.075
9 H 3.0051 -1.0272 0.0407  C2 1.077
10 H 2.4147 -0.0619 1.5600  C2 1.103
11 H 0.3281 1.4102 -0.4425  N15 1.165
12 H -3.6233 0.5964 0.6785  C4 1.131
13 H -3.1926 -1.8159 0.8747  C5 1.121
14 H -0.8423 -2.6987 -0.0606  N16 1.158
15 N -0.5438 0.6694 -0.6594  C3 1.436, C6 1.372, H11 1.165
16 N -1.2224 -1.6684 -0.4284  C5 1.464, C6 1.474, H14 1.158
17 O -2.2733 2.2271 -0.1652  C3 1.209
18 O 1.0245 -1.0462 -0.7301  C6 1.270

Summary:
Net charge: 0
LUMO in eV: 0.1692
SMILES: O=c1cc[nH]c(=O)[nH]1.C=C
E_HOMO in Ha: -0.34471
Kohn-Sham gap in eV: 9.549

=====

Relative energies, in eV, with the most stable structure set to zero: A 5.879; B 0.000.

=====

A:
Here is a cluster of 3 separate species, C4H13NO3 in total from the Open Molecules 2025 dataset. Energies are from the ωB97M-V functional and the def2-TZVPD basis.

Last columns: bonded neighbours and bond lengths (Å).
Element x y z (Å)
1 N -1.1614 1.6852 0.4320  C2 1.353, H7 1.005, H8 1.005
2 C 0.0040 1.5337 -0.2379  N1 1.353, C3 1.545, O6 1.217
3 C 0.4222 0.0522 -0.3692  C2 1.545, C4 1.562, C5 1.516, H9 1.084
4 C 1.0716 -0.2599 1.0171  C3 1.562, H10 1.057, H11 1.087, H12 1.086
5 C -0.7165 -0.8845 -0.7220  C3 1.516, H13 1.091, H14 1.094, H15 1.071
6 O 0.7040 2.4623 -0.5979  C2 1.217
7 H -1.5956 0.8482 0.7783  N1 1.005
8 H -1.6248 2.5754 0.4864  N1 1.005
9 H 1.2478 0.0765 -1.0706  C3 1.084
10 H 0.7994 0.3642 1.8249  C4 1.057
11 H 0.7587 -1.2719 1.2628  C4 1.087
12 H 2.1547 -0.2028 0.9688  C4 1.086
13 H -0.2978 -1.7908 -1.1616  C5 1.091
14 H -1.3288 -0.4650 -1.5254  C5 1.094
15 H -1.3793 -1.0997 0.0914  C5 1.071
16 H -2.9746 -3.2645 0.1096  O18 0.973
17 H -2.4315 -3.4331 1.5561  O18 0.974
18 O -3.1790 -3.0779 1.0428  H16 0.973, H17 0.974
19 H 3.9131 2.2980 -1.1601  O21 0.960
20 H 2.3941 2.1909 -1.3716  O21 0.980
21 O 3.2197 1.6636 -1.3541  H19 0.960, H20 0.980

Summary:
Net charge: -1
<S²>: 0.750
Multiplicity: 2
LUMO (alpha / beta) in eV: 3.2951 / 3.2185
E_HOMO (alpha / beta) in Ha: 0.03465 / -0.24965
Kohn-Sham gap (alpha / beta) in eV: 2.352 / 10.012

=====

B:
Here is a cluster of 4 separate species, C4H13NO3 in total from the Open Molecules 2025 dataset. Energies are from the ωB97M-V functional and the def2-TZVPD basis.

Last columns: bonded neighbours and bond lengths (Å).
Element x y z (Å)
1 C -1.3610 0.7287 0.5843  N2 1.368, O6 1.244, H7 1.175
2 N -0.9058 -0.4986 0.1879  C1 1.368, C3 1.528
3 C 0.6122 -0.6537 0.1123  N2 1.528, C4 1.499, H8 1.088, H9 1.044
4 C 1.2765 -0.8813 1.4365  C3 1.499, H10 1.102, H11 1.161, H12 1.076
5 C -3.8760 -0.0678 -1.1206  H13 1.106, H14 1.062, H15 1.101, H16 1.094
6 O -1.9198 1.2409 1.5703  C1 1.244
7 H -0.9288 1.5258 -0.1631  C1 1.175
8 H 0.8125 -1.4987 -0.5432  C3 1.088
9 H 1.0223 0.2225 -0.2798  C3 1.044
10 H 0.5490 -1.3717 2.1035  C4 1.102
11 H 1.4461 0.2313 1.7223  C4 1.161
12 H 2.1901 -1.4242 1.2652  C4 1.076
13 H -3.8657 -1.0895 -0.6964  C5 1.106
14 H -3.7023 0.6755 -0.3828  C5 1.062
15 H -2.9702 -0.2027 -1.7310  C5 1.101
16 H -4.7698 0.1956 -1.6935  C5 1.094
17 H 3.7788 2.1825 -0.1296  O18 0.911
18 O 3.0899 1.6542 0.1455  H17 0.911, H19 0.992
19 H 3.1027 0.7331 -0.2218  O18 0.992
20 H 3.3570 -0.9273 -1.5481  O21 0.988
21 O 3.0622 -0.7747 -0.6177  H20 0.988

Summary:
Net charge: -1
<S²>: 0.755
Multiplicity: 2
LUMO (alpha / beta) in eV: 3.5234 / 2.1936
E_HOMO (alpha / beta) in Ha: -0.14564 / -0.14410
Kohn-Sham gap (alpha / beta) in eV: 7.486 / 6.115

=====

Relative energies, in eV, with the most stable structure set to zero: A 0.000; B 2.042.